ORCA calculation (wB97M-V/def2-TZVPD) on 7 unconnected molecules or ions with the total composition C2H20NO6 in a non-equilibrium geometry.

Last columns: bonded neighbours and bond lengths (Å).
Cartesian coordinates (Å):
1 C -1.7849 2.3017 -1.8251  C2 1.537, H4 1.086, H5 1.078, H6 1.102
2 C -2.0582 0.7901 -1.7814  C1 1.537, N3 1.520, H7 1.091, H8 1.112
3 N -1.1625 0.1563 -0.7296  C2 1.520, H9 1.043, H10 1.042, H11 1.070
4 H -2.3936 2.7934 -2.5781  C1 1.086
5 H -1.9425 2.7990 -0.8817  C1 1.078
6 H -0.7361 2.5299 -2.0765  C1 1.102
7 H -3.1114 0.5595 -1.6142  C2 1.091
8 H -1.8384 0.3232 -2.7663  C2 1.112
9 H -0.1983 0.5534 -0.7364  N3 1.043
10 H -1.0936 -0.8724 -0.8782  N3 1.042
11 H -1.5201 0.3358 0.2626  N3 1.070
12 H 2.6936 -1.4889 -2.3765  O14 0.947
13 H 3.4875 -1.6455 -1.0621  O14 0.980
14 O 2.6268 -1.3690 -1.4394  H12 0.947, H13 0.980
15 H 1.0662 -1.9473 -0.8217  O17 0.943
16 H 0.3113 -2.1077 0.5360  O17 0.995
17 O 0.2080 -2.0788 -0.4531  H15 0.943, H16 0.995
18 H 1.9585 0.1792 -0.8653  O20 0.917
19 H 1.5929 0.8616 0.5224  O20 1.023
20 O 1.4450 0.8397 -0.4900  H18 0.917, H19 1.023
21 H -1.6999 0.6361 2.9292  O23 1.005
22 H -0.2437 0.5914 2.2465  O23 0.967
23 O -1.1527 0.2703 2.1692  H21 1.005, H22 0.967
24 H -0.3413 -1.3395 2.3481  O26 0.950
25 H 0.3147 -2.7120 2.7685  O26 0.978
26 O 0.4068 -1.9094 2.2170  H24 0.950, H25 0.978
27 H 1.4794 -0.4235 2.3201  O29 0.956
28 H 2.1718 0.8500 2.8644  O29 0.995
29 O 1.5147 0.5235 2.1918  H27 0.956, H28 0.995

Multiplicity: 2
Strongest force on any atom, eV/A: 4.29
Calculated total energy, hartree: -594.293203
HOMO-LUMO gap (alpha / beta), eV: 2.6752 / 11.0662
HOMO level (alpha / beta), eV: -2.39 / -10.88